60
Properties=species:S:1:pos:R:3 method="wB97M-V/def2-TZVPD" s_squared=0.776 de_lowest_ev=0.0824 spin_multiplicity=2 total_energy_ev=-73974.579 total_charge=+3
Re 0.232 0.373 0.320
N -3.778 1.752 2.504
C -2.318 2.146 2.317
C -2.096 3.494 3.022
P -1.876 2.351 0.554
O -2.018 0.801 -0.046
O -2.697 3.304 -0.180
O -0.333 2.386 0.591
P -1.359 0.761 3.148
O -0.188 1.452 3.942
O -2.368 0.024 3.917
O -0.597 -0.026 2.027
H -4.338 2.551 2.813
H -3.781 1.012 3.243
H -4.224 1.374 1.667
H -2.720 4.266 2.569
H -1.055 3.798 2.939
H -2.337 3.415 4.083
H -2.649 0.670 -0.770
H -0.295 1.461 4.907
O 3.367 -5.765 0.546
C 2.041 -5.722 0.091
C 1.583 -4.296 0.118
C 0.294 -3.945 -0.280
C -0.089 -2.626 -0.242
N 0.739 -1.649 0.169
C 1.991 -1.982 0.568
C 2.438 -3.283 0.551
C 2.792 -0.838 1.030
C 4.089 -0.917 1.475
C 4.744 0.238 1.906
C 6.155 0.165 2.402
O 6.655 -1.111 2.113
C 4.051 1.452 1.875
C 2.761 1.477 1.419
N 2.133 0.355 0.991
H 3.694 -6.671 0.532
H 1.363 -6.311 0.720
H 1.939 -6.094 -0.936
H -0.411 -4.694 -0.618
H -1.082 -2.317 -0.542
H 3.436 -3.544 0.870
H 4.622 -1.856 1.491
H 6.131 0.369 3.481
H 6.737 0.968 1.934
H 7.548 -1.207 2.464
H 4.519 2.371 2.202
H 2.180 2.389 1.379
S 0.608 0.525 -1.931
C -0.224 1.917 -2.661
N -0.058 3.162 -2.165
C -0.596 4.257 -2.725
C -1.347 4.141 -3.873
C -1.529 2.881 -4.421
C -0.963 1.761 -3.814
H 0.457 3.266 -1.298
H -0.403 5.197 -2.227
H -1.772 5.025 -4.326
H -2.106 2.761 -5.329
H -1.077 0.776 -4.244

***

48
Properties=species:S:1:pos:R:3 method="wB97M-V/def2-TZVPD" de_lowest_ev=5.7619 spin_multiplicity=1 total_energy_ev=-27737.570
C 1.253 2.530 2.374
C 1.080 1.114 2.775
C -0.003 0.877 3.681
C -0.278 -0.460 4.283
O -0.735 1.806 3.994
C 1.915 0.061 2.271
C 3.151 0.361 1.479
O 1.651 -1.117 2.462
H 1.851 2.645 1.472
H 0.276 2.973 2.175
H 1.706 3.103 3.183
H 0.498 -1.188 4.057
H -0.351 -0.374 5.367
H -1.226 -0.842 3.913
H 3.301 1.424 1.316
H 4.034 -0.009 1.998
H 3.102 -0.130 0.508
C 1.699 -3.253 -3.928
C 2.049 -2.471 -2.664
N 1.026 -1.428 -2.424
C 0.486 -1.241 -1.183
C -0.516 -0.337 -0.907
C -1.198 -0.285 0.294
C -2.249 0.648 0.549
C -3.263 0.350 1.477
C -4.327 1.202 1.651
C -4.397 2.387 0.938
C -3.392 2.720 0.046
C -2.338 1.864 -0.157
C 0.442 -0.860 -3.672
C 1.387 -1.053 -4.865
O 1.747 -2.425 -5.097
H 2.375 -4.102 -4.087
H 0.682 -3.651 -3.862
H 2.135 -3.125 -1.792
H 3.011 -1.968 -2.781
H 0.842 -1.868 -0.385
H -0.847 0.314 -1.696
H -0.992 -1.040 1.033
H -3.224 -0.585 2.009
H -5.116 0.945 2.338
H -5.234 3.053 1.076
H -3.435 3.657 -0.484
H -1.556 2.136 -0.843
H -0.508 -1.371 -3.857
H 0.218 0.202 -3.528
H 0.944 -0.683 -5.797
H 2.321 -0.503 -4.712

***

53
Properties=species:S:1:pos:R:3 method="wB97M-V/def2-TZVPD" de_lowest_ev=2.5267 spin_multiplicity=1 total_energy_ev=-136307.821 total_charge=-1
In -0.780 -1.004 -0.687
O 3.594 0.986 5.887
C 2.620 0.874 4.932
C 2.597 -0.131 3.986
C 1.597 -0.177 3.050
N 0.597 0.685 3.017
C 0.644 1.687 3.902
Br -0.798 2.933 3.886
C 1.600 1.823 4.905
H 4.252 0.257 5.823
H 3.394 -0.853 4.026
H 1.601 -0.958 2.330
H 1.491 2.640 5.570
C 3.079 -1.068 -1.778
Si 1.611 -0.032 -1.240
C 2.192 1.308 -0.044
C 1.083 0.998 -2.804
C 1.922 1.271 -3.883
C 1.549 2.041 -5.000
C 0.292 2.612 -4.985
C -0.547 2.390 -3.922
C -0.226 1.598 -2.826
Si -1.512 1.350 -1.443
C -1.453 2.781 -0.241
C -3.194 1.559 -2.293
H 3.867 -0.384 -2.092
H 2.839 -1.720 -2.610
H 3.436 -1.662 -0.950
H 2.895 2.012 -0.500
H 2.735 0.856 0.811
H 1.393 1.827 0.431
H 2.866 0.676 -3.960
H 2.178 2.211 -5.868
H -0.085 3.147 -5.869
H -1.544 2.822 -3.977
H -1.561 3.764 -0.735
H -0.537 2.850 0.366
H -2.217 2.660 0.495
H -3.428 2.604 -2.627
H -3.994 1.350 -1.570
H -3.336 0.896 -3.211
C -2.689 -4.027 2.515
C -2.277 -3.255 1.259
S -1.262 -1.868 1.657
C -2.558 -3.721 0.047
C -3.323 -4.989 -0.194
S -1.927 -3.069 -1.478
H -3.515 -4.662 2.439
H -2.825 -3.409 3.403
H -1.797 -4.638 2.784
H -3.341 -5.609 0.685
H -2.847 -5.544 -0.993
H -4.349 -4.689 -0.429

***

64
Properties=species:S:1:pos:R:3 method="wB97M-V/def2-TZVPD" spin_multiplicity=1 total_energy_ev=-87219.630 total_charge=-1
C 0.615 2.722 -1.725
C 0.187 1.302 -1.716
Cl 1.228 0.142 -2.576
C -0.901 0.883 -1.069
Cl -1.233 -0.871 -1.099
C -1.796 1.741 -0.321
P -2.732 2.882 -1.328
O -4.183 2.862 -0.921
H 1.711 2.727 -1.708
H 0.282 3.244 -0.831
H 0.321 3.265 -2.619
H -2.578 1.079 0.055
H -2.684 2.558 -2.709
H -2.270 4.207 -1.126
C 1.294 3.640 -6.805
C 0.765 2.281 -6.408
O 0.106 2.555 -5.174
C -0.222 3.865 -5.157
O -0.916 4.358 -4.333
O 0.354 4.529 -6.198
H 1.324 3.785 -7.883
H 2.285 3.840 -6.392
H 0.033 1.892 -7.119
H 1.551 1.542 -6.269
C -2.763 -0.929 2.471
C -2.906 -2.378 2.864
O -2.047 -2.471 4.010
C -1.932 -1.228 4.541
O -1.422 -0.993 5.594
O -2.464 -0.298 3.728
H -3.669 -0.517 2.036
H -1.933 -0.760 1.784
H -3.924 -2.634 3.165
H -2.587 -3.060 2.081
C 2.173 -1.109 4.519
C 1.334 -2.351 4.357
O 2.054 -3.085 3.358
C 3.340 -2.673 3.390
O 4.233 -3.200 2.805
O 3.485 -1.580 4.179
H 2.152 -0.713 5.531
H 1.889 -0.317 3.824
H 1.289 -2.949 5.268
H 0.325 -2.133 4.029
C -8.043 0.860 -1.439
C -7.060 1.385 -0.420
O -6.511 0.176 0.125
C -6.664 -0.802 -0.793
O -6.173 -1.883 -0.718
O -7.461 -0.391 -1.816
H -8.147 1.515 -2.301
H -9.033 0.671 -1.014
H -6.252 1.971 -0.868
H -7.534 1.979 0.358
C 8.318 -2.212 2.070
C 7.474 -3.452 1.907
O 8.198 -4.188 0.911
C 9.488 -3.777 0.946
O 10.381 -4.304 0.364
O 9.629 -2.682 1.736
H 8.295 -1.814 3.081
H 8.039 -1.420 1.371
H 7.425 -4.048 2.819
H 6.464 -3.234 1.575

***

54
Properties=species:S:1:pos:R:3 method="wB97M-V/def2-TZVPD" s_squared=2.007 de_lowest_ev=0.7959 spin_multiplicity=3 total_energy_ev=-96011.765 total_charge=+1
Ni 0.214 1.122 -0.027
F -2.414 4.036 3.595
C -1.066 4.235 3.724
F -0.759 5.282 2.892
F -0.735 4.681 4.956
C -0.373 2.949 3.493
C -0.119 2.060 4.549
C 0.512 0.832 4.367
C 0.723 0.437 3.078
N 0.376 1.217 2.029
C -0.215 2.408 2.168
S -0.718 3.055 0.632
H -0.372 2.345 5.558
H 0.621 0.156 5.205
H 1.176 -0.521 2.855
C 1.806 -3.475 -2.765
N 1.003 -2.441 -2.080
C 1.250 -2.453 -0.631
C 1.210 -1.010 -2.634
C 2.295 -0.269 -1.905
C 3.613 -0.379 -2.354
C 4.599 0.421 -1.820
C 4.252 1.276 -0.786
C 2.975 1.261 -0.215
C 1.964 0.592 -0.825
H 1.422 -4.450 -2.434
H 2.829 -3.329 -2.450
H 1.717 -3.302 -3.848
H 0.007 -2.664 -2.170
H 2.304 -2.285 -0.326
H 1.038 -3.465 -0.308
H 0.590 -1.732 -0.155
H 0.294 -0.433 -2.500
H 1.366 -1.110 -3.689
H 3.928 -0.985 -3.217
H 5.610 0.436 -2.254
H 5.036 1.930 -0.378
H 2.747 1.914 0.640
C -3.060 1.637 -1.990
C -3.494 0.320 -1.444
S -2.669 0.065 0.169
O -1.292 -0.489 -0.268
C -3.533 -1.393 0.761
C -3.094 -2.694 0.192
H -3.698 1.978 -2.809
H -2.022 1.575 -2.370
H -3.039 2.453 -1.315
H -3.293 -0.486 -2.163
H -4.528 0.265 -1.238
H -4.566 -1.245 0.580
H -3.425 -1.329 1.890
H -3.059 -2.553 -0.865
H -3.823 -3.470 0.387
H -2.113 -2.981 0.509